# 1
46
Properties=species:S:1:pos:R:3 method="wB97M-V/def2-TZVPD" homo_lumo_gap_ev="7.662 / 8.845" lumo_ha="-0.3168 / -0.2737" e_tot_ev=-95397.3455 spin_multiplicity=4 e_homo_ha="-0.5983 / -0.5987" s_squared=3.802 charge=+2
Cr -0.062 -0.772 -0.514
C -1.841 3.207 2.420
C -1.874 1.828 1.849
C -1.261 0.757 2.511
C -1.328 -0.521 1.996
C -1.966 -0.763 0.758
C -2.638 0.314 0.128
C -2.567 1.581 0.652
H -2.848 3.500 2.726
H -1.516 3.928 1.670
H -1.189 3.275 3.287
H -0.770 0.932 3.460
H -0.908 -1.351 2.552
H -2.230 -1.782 0.489
H -3.216 0.125 -0.766
H -3.076 2.399 0.158
F 2.008 3.351 -2.214
C 2.512 2.146 -2.160
F 3.236 1.974 -1.074
F 3.180 1.839 -3.238
S 1.083 0.944 -2.007
O 0.348 1.224 -0.729
O 1.571 -0.447 -1.803
N 0.268 1.134 -3.290
S -0.937 0.090 -3.492
O -0.838 -0.702 -4.653
O -1.167 -0.645 -2.207
C -2.408 1.215 -3.632
F -3.484 0.454 -3.632
F -2.419 2.019 -2.576
F -2.303 1.902 -4.739
O -0.066 -2.759 -0.646
C 1.046 -3.475 -0.045
C 1.694 -2.540 0.936
C 2.664 -2.978 1.818
C 3.271 -2.054 2.652
C 2.894 -0.718 2.583
C 1.910 -0.353 1.693
N 1.315 -1.252 0.889
H -0.404 -3.206 -1.438
H 1.753 -3.757 -0.827
H 0.663 -4.370 0.444
H 2.940 -4.023 1.844
H 4.035 -2.372 3.349
H 3.354 0.031 3.212
H 1.568 0.670 1.604

***

# 2
75
Properties=species:S:1:pos:R:3 method="wB97M-V/def2-TZVPD" homo_lumo_gap_ev=6.504 lumo_ha=-0.0687 e_tot_ev=-62391.0623 relative_energy_kcal_mol=533.91 spin_multiplicity=1 e_homo_ha=-0.3077 smiles="CCCCCCc1c(CCC(F)(F)F)c(C)c(C(=O)NC(=O)F)c2nc(COCCOCC)c(P(C)O)nc12"
C -0.583 -2.147 2.773
C -0.622 -3.783 2.467
C 0.708 -4.318 1.654
C 1.140 -3.391 0.373
C 2.724 -2.936 0.524
C 3.173 -1.876 -0.688
C 2.759 -0.379 -0.132
C 3.783 0.367 0.934
C 5.179 -0.355 1.401
C 6.331 -0.461 0.240
C 6.292 0.726 -0.890
F 7.618 0.674 -1.610
F 6.244 2.060 -0.201
F 5.256 0.561 -1.937
C 3.284 1.878 1.451
C 4.314 2.674 2.483
C 1.836 2.536 0.936
C 1.425 4.034 1.533
O 1.576 4.344 2.849
N 0.914 5.097 0.583
C -0.506 5.524 0.890
O -0.993 5.818 2.104
F -1.426 5.661 -0.291
C 0.828 1.748 -0.141
N -0.443 2.466 -0.501
C -1.172 1.618 -1.506
C -2.610 2.243 -2.087
O -3.764 1.361 -1.851
C -4.090 1.231 -0.423
C -5.275 0.054 -0.337
O -6.649 0.646 -0.321
C -7.492 -0.495 0.166
C -9.074 -0.018 0.030
C -0.712 0.183 -2.119
P -1.764 -0.744 -3.462
C -0.715 -2.107 -4.315
O -2.199 0.385 -4.733
N 0.552 -0.499 -1.677
C 1.337 0.298 -0.674
H 0.570 -1.844 2.822
H -1.126 -1.638 1.850
H -1.134 -1.949 3.799
H -1.620 -4.011 1.893
H -0.715 -4.340 3.515
H 1.571 -4.407 2.467
H 0.463 -5.396 1.264
H 0.468 -2.447 0.202
H 1.060 -4.054 -0.593
H 2.926 -2.506 1.594
H 3.385 -3.894 0.396
H 4.314 -2.009 -0.918
H 2.553 -2.220 -1.637
H 5.648 0.172 2.347
H 4.916 -1.465 1.729
H 6.350 -1.549 -0.248
H 7.378 -0.364 0.803
H 5.435 2.346 2.234
H 4.285 3.848 2.342
H 4.150 2.402 3.613
H 0.988 4.754 -0.418
H -2.491 2.590 -3.219
H -2.833 3.247 -1.480
H -4.546 2.204 0.050
H -3.214 0.837 0.250
H -5.223 -0.559 -1.356
H -5.095 -0.715 0.527
H -7.177 -0.644 1.303
H -7.286 -1.478 -0.475
H -9.350 0.492 1.068
H -9.101 0.822 -0.815
H -9.759 -0.928 -0.242
H 0.388 -2.028 -3.873
H -1.116 -3.168 -4.017
H -0.756 -1.893 -5.473
H -1.487 1.114 -4.800

***

# 3
167
Properties=species:S:1:pos:R:3 method="wB97M-V/def2-TZVPD" homo_lumo_gap_ev=9.789 lumo_ha=0.0078 e_tot_ev=-105560.2580 relative_energy_kcal_mol=52.53 spin_multiplicity=1 e_homo_ha=-0.3520
N 23.705 13.707 8.539
C 23.148 13.121 9.597
C 21.883 13.439 10.065
C 21.190 14.495 9.439
C 21.688 15.029 8.265
C 22.991 14.639 7.888
H 23.665 12.324 10.111
H 21.455 12.920 10.910
H 20.293 14.871 9.909
H 21.204 15.891 7.830
H 23.516 15.179 7.114
N 16.712 14.761 12.190
C 15.773 14.805 11.208
C 15.737 13.851 10.155
C 16.723 12.923 10.065
C 17.762 12.891 11.038
C 17.725 13.845 12.037
H 15.017 15.569 11.312
H 14.993 13.880 9.372
H 16.677 12.129 9.333
H 18.472 12.078 11.072
H 18.470 13.884 12.818
N 17.098 19.628 8.046
C 18.103 19.104 7.288
C 18.901 18.135 7.794
C 18.656 17.545 9.025
C 17.596 18.045 9.786
C 16.881 19.120 9.266
H 18.423 19.480 6.328
H 19.653 17.859 7.069
H 19.265 16.725 9.377
H 17.450 17.717 10.804
H 16.221 19.603 9.972
N 20.643 12.149 13.168
C 20.910 12.862 14.303
C 22.093 12.777 15.035
C 23.111 11.972 14.571
C 22.869 11.224 13.438
C 21.609 11.303 12.790
H 20.119 13.503 14.666
H 22.206 13.429 15.888
H 24.062 11.937 15.081
H 23.538 10.477 13.038
H 21.257 10.572 12.078
N 17.810 19.061 18.820
C 17.444 20.289 19.252
C 17.403 21.438 18.409
C 17.776 21.249 17.091
C 18.243 20.042 16.587
C 18.210 18.920 17.498
H 17.188 20.333 20.300
H 17.342 22.426 18.840
H 17.674 22.045 16.369
H 18.563 19.851 15.573
H 18.387 17.917 17.137
C 19.922 13.734 19.111
C 21.355 14.115 18.826
O 21.203 14.827 17.591
C 19.881 15.023 17.276
O 19.416 15.605 16.262
O 19.140 14.536 18.249
H 19.680 13.810 20.171
H 19.858 12.666 18.902
H 21.955 13.220 18.657
H 21.738 14.756 19.620
C 24.319 16.322 17.239
C 23.677 16.581 15.906
O 24.398 15.718 15.050
C 25.176 14.804 15.795
O 25.977 13.963 15.306
O 24.899 15.038 17.094
H 23.664 16.421 18.105
H 25.070 17.095 17.398
H 23.792 17.634 15.647
H 22.612 16.385 15.784
C 23.235 18.999 8.439
C 24.449 19.957 8.310
O 24.496 20.441 9.580
C 23.396 20.295 10.229
O 23.191 20.642 11.402
O 22.557 19.553 9.575
H 23.401 17.955 8.703
H 22.622 19.043 7.539
H 24.396 20.774 7.591
H 25.374 19.401 8.150
C 21.079 19.582 19.120
C 20.932 18.125 18.782
O 21.883 17.513 19.562
C 22.835 18.381 19.963
O 23.855 17.990 20.480
O 22.398 19.641 19.653
H 20.460 19.952 19.938
H 21.008 20.239 18.253
H 21.140 17.979 17.722
H 19.949 17.744 19.059
C 21.819 16.978 11.998
C 20.558 16.508 12.677
C 19.912 17.578 13.500
C 20.704 18.367 14.475
N 21.359 18.951 15.240
H 22.603 17.184 12.727
H 21.630 17.818 11.330
H 22.183 16.120 11.433
H 20.876 15.765 13.409
H 19.868 16.066 11.958
H 19.012 17.133 13.923
H 19.522 18.324 12.808
C 16.465 15.537 15.375
C 15.434 16.727 15.584
C 15.054 17.335 14.203
C 16.074 18.095 13.485
N 16.879 18.745 12.929
H 17.233 15.681 14.616
H 16.004 14.639 14.965
H 16.907 15.196 16.312
H 15.936 17.537 16.115
H 14.562 16.470 16.185
H 14.140 17.922 14.293
H 14.760 16.507 13.558
C 25.479 19.304 13.588
C 24.788 20.333 14.454
C 25.592 21.015 15.567
C 26.384 20.025 16.364
N 26.983 19.301 16.981
H 26.244 19.721 12.933
H 24.749 18.911 12.881
H 25.760 18.436 14.183
H 23.885 19.941 14.923
H 24.312 21.079 13.818
H 25.005 21.657 16.224
H 26.394 21.599 15.115
C 21.772 22.589 15.877
C 20.885 23.377 16.830
C 21.476 24.739 17.303
C 20.489 25.568 18.052
N 19.716 26.193 18.620
H 21.194 21.702 15.618
H 22.695 22.278 16.367
H 21.947 23.187 14.983
H 20.725 22.691 17.663
H 19.904 23.566 16.395
H 21.745 25.273 16.392
H 22.348 24.703 17.957
C 25.306 16.526 10.719
C 25.989 16.251 12.103
C 26.661 14.785 12.285
C 27.774 14.593 11.341
N 28.651 14.476 10.522
H 26.071 16.530 9.943
H 24.778 17.474 10.822
H 24.479 15.899 10.385
H 25.219 16.453 12.847
H 26.752 16.999 12.324
H 25.928 13.984 12.198
H 27.149 14.734 13.258
C 19.505 21.097 11.492
C 18.179 21.746 11.055
C 17.807 23.098 11.703
C 18.123 23.169 13.133
N 18.389 23.232 14.278
H 20.390 21.566 11.063
H 19.542 20.069 11.133
H 19.555 21.127 12.581
H 17.431 21.012 11.355
H 18.092 21.744 9.968
H 16.741 23.220 11.512
H 18.390 23.899 11.248

***

# 4
57
Properties=species:S:1:pos:R:3 method="wB97M-V/def2-TZVPD" homo_lumo_gap_ev="4.061 / 4.061" lumo_ha="-0.2190 / -0.2190" e_tot_ev=-108178.0673 relative_energy_kcal_mol=57.90 spin_multiplicity=1 e_homo_ha="-0.3682 / -0.3682" charge=+1
Au -1.170 -0.771 -0.549
N -2.663 -1.950 2.126
C -1.605 -2.736 1.930
N -1.018 -3.319 2.970
S -1.016 -3.044 0.376
H -3.032 -1.766 3.044
H -3.129 -1.542 1.332
H -1.331 -3.175 3.918
H -0.214 -3.902 2.807
C 1.931 4.484 -2.275
C 2.777 4.009 -1.118
C 2.715 4.938 0.069
Sb 2.087 1.910 -0.536
C 3.748 1.228 0.777
C 3.507 1.744 2.182
C 3.870 -0.280 0.775
C 2.454 0.889 -2.510
C 3.920 1.022 -2.869
C 1.982 -0.548 -2.502
H 2.282 5.461 -2.607
H 0.889 4.587 -1.979
H 1.985 3.798 -3.119
H 3.812 3.843 -1.420
H 1.699 5.036 0.447
H 3.051 5.930 -0.231
H 3.356 4.598 0.880
H 4.639 1.695 0.349
H 2.598 1.306 2.592
H 3.417 2.828 2.204
H 4.339 1.465 2.828
H 2.942 -0.729 1.129
H 4.666 -0.583 1.455
H 4.098 -0.670 -0.214
H 1.845 1.465 -3.212
H 4.550 0.474 -2.171
H 4.237 2.063 -2.887
H 4.087 0.606 -3.864
H 2.565 -1.156 -1.813
H 2.085 -0.974 -3.502
H 0.929 -0.618 -2.212
Cl 0.381 0.357 1.172
C -2.565 -0.442 -4.071
Ge -3.050 0.874 -2.668
C -3.342 2.719 -3.390
C -4.592 0.251 -1.584
C -1.508 1.081 -1.445
H -3.324 -0.489 -4.845
H -2.468 -1.433 -3.636
H -1.622 -0.186 -4.542
H -4.189 2.707 -4.067
H -2.468 3.069 -3.933
H -3.550 3.417 -2.584
H -5.520 0.352 -2.137
H -4.683 0.829 -0.669
H -4.470 -0.797 -1.325
H -1.678 1.808 -0.657
H -0.601 1.359 -1.975

***

# 5
116
Properties=species:S:1:pos:R:3 method="wB97M-V/def2-TZVPD" homo_lumo_gap_ev=5.962 lumo_ha=0.0617 e_tot_ev=-116787.5668 relative_energy_kcal_mol=241.49 spin_multiplicity=1 e_homo_ha=-0.1574 charge=-1
N -3.640 -0.172 -4.734
B -2.827 0.955 -4.051
O -3.048 2.351 -4.531
B -1.723 0.561 -2.844
C -0.271 0.132 -3.483
C 0.791 -0.536 -2.432
N 1.995 0.345 -2.113
N 1.333 -1.808 -3.116
N 0.206 -0.993 -1.117
C -1.546 1.772 -1.735
C -0.328 2.879 -1.829
C -0.104 4.076 -0.696
C -1.171 4.091 0.564
C -2.433 3.048 0.730
C -2.598 1.876 -0.443
H -4.231 -0.676 -4.034
H -4.217 0.233 -5.513
H -3.423 2.925 -3.789
H -2.188 -0.417 -2.330
H -0.421 -0.624 -4.394
H 0.179 1.116 -3.988
H 1.784 0.853 -1.202
H 2.113 1.044 -2.895
H 0.491 -2.457 -3.088
H 2.035 -2.286 -2.502
H -0.038 -0.209 -0.475
H -0.561 -1.690 -1.223
H 0.458 2.875 -2.719
H 0.782 4.866 -0.806
H -0.988 4.921 1.391
H -3.171 3.110 1.654
H -3.490 1.092 -0.356
C 0.983 -2.408 1.722
C 2.222 -2.637 0.878
O 3.407 -2.498 1.676
C 3.776 -3.598 2.408
O 3.153 -4.656 2.411
C 5.075 -3.330 3.165
F 5.090 -2.107 3.772
F 6.164 -3.359 2.344
F 5.316 -4.241 4.150
H 1.036 -1.440 2.230
H 0.082 -2.433 1.102
H 0.888 -3.171 2.500
H 2.277 -1.876 0.093
H 2.197 -3.613 0.379
C 7.436 -5.635 6.291
C 7.982 -4.232 6.103
O 9.224 -4.077 6.806
C 10.345 -4.534 6.160
O 10.328 -5.055 5.048
C 11.596 -4.260 6.993
F 11.430 -4.571 8.312
F 11.961 -2.947 6.956
F 12.682 -4.969 6.573
H 7.351 -5.876 7.355
H 6.451 -5.733 5.825
H 8.104 -6.380 5.848
H 7.283 -3.506 6.531
H 8.097 -3.980 5.042
C 8.414 0.369 2.243
C 8.034 1.748 2.749
O 7.175 2.411 1.808
C 5.843 2.086 1.874
O 5.375 1.279 2.672
C 5.041 2.898 0.859
F 5.641 2.952 -0.366
F 4.871 4.192 1.255
F 3.791 2.398 0.645
H 8.854 0.434 1.243
H 9.132 -0.106 2.917
H 7.534 -0.277 2.162
H 8.934 2.364 2.844
H 7.569 1.702 3.740
C -3.918 4.546 -6.694
C -4.297 5.925 -6.188
O -5.157 6.587 -7.128
C -6.488 6.263 -7.062
O -6.956 5.455 -6.264
C -7.290 7.075 -8.078
F -6.691 7.128 -9.303
F -7.460 8.368 -7.682
F -8.540 6.575 -8.292
H -3.477 4.611 -7.694
H -3.199 4.071 -6.020
H -4.797 3.899 -6.775
H -3.397 6.541 -6.092
H -4.762 5.879 -5.196
C -5.366 1.933 7.619
C -4.149 1.227 7.050
O -4.408 0.781 5.710
C -4.252 1.718 4.721
O -3.918 2.881 4.927
C -4.507 1.097 3.348
F -5.615 0.301 3.325
F -3.469 0.314 2.938
F -4.691 2.027 2.368
H -6.250 1.291 7.553
H -5.202 2.203 8.667
H -5.592 2.845 7.058
H -3.932 0.335 7.646
H -3.258 1.864 7.087
C -8.965 -3.545 -4.492
C -8.097 -4.237 -3.457
O -6.825 -4.589 -4.022
C -5.883 -3.592 -4.056
O -6.079 -2.452 -3.643
C -4.567 -4.114 -4.630
F -4.745 -4.884 -5.743
F -3.890 -4.891 -3.737
F -3.711 -3.118 -4.994
H -9.059 -4.162 -5.391
H -9.963 -3.348 -4.091
H -8.523 -2.593 -4.804
H -8.575 -5.172 -3.145
H -7.972 -3.623 -2.558

***

# 6
23
Properties=species:S:1:pos:R:3 method="wB97M-V/def2-TZVPD" homo_lumo_gap_ev=6.522 lumo_ha=-0.1932 e_tot_ev=-113234.0237 relative_energy_kcal_mol=0.00 spin_multiplicity=1 e_homo_ha=-0.4329 charge=+1
N 3.803 -2.302 -0.332
P 2.403 -2.256 0.449
C 1.445 -0.683 0.214
C 0.935 -0.314 -0.982
Br 1.105 -1.306 -2.666
C 0.110 1.017 -1.019
O 0.217 1.779 -1.898
C -0.796 1.228 0.214
P -2.526 1.911 0.047
N -2.713 3.148 0.956
O -3.632 0.707 0.342
O -2.742 2.288 -1.533
C -0.281 0.872 1.383
F -0.941 0.964 2.509
C 1.153 0.288 1.393
O 1.975 0.563 2.180
H 3.724 -3.090 -0.981
H 1.518 -3.309 0.011
H 2.608 -2.457 1.841
H -3.496 2.931 1.576
H -3.125 -0.125 0.291
H -3.174 1.537 -1.977
Na 2.431 -3.389 -2.020